Entry 1:
The following is a quantum chemistry calculation of a single C5H10O2 molecule, from the OMol25 dataset.

ΔE to the lowest compared entry with this formula, charge and spin = 327.6 kJ/mol
E_HOMO = -9.656 eV

Geometry as ORCA input:
```
! RIJCOSX wB97M-V def2-TZVPD def2/J DEFGRID3
* xyz 0 1
C 2.34 0.34 -0.07
C 1.15 -0.62 -0.02
C -0.12 0.04 0.46
O -0.59 1.03 -0.53
C -1.39 -0.82 0.37
C -2.05 0.22 -0.56
O -2.71 1.21 -0.03
H 3.23 -0.17 -0.46
H 2.12 1.19 -0.73
H 2.58 0.73 0.92
H 0.97 -1.05 -1.01
H 1.37 -1.46 0.65
H 0.03 0.54 1.42
H -1.48 1.65 -0.02
H -1.95 -0.94 1.30
H -1.22 -1.79 -0.10
H -2.28 -0.09 -1.59
*
```

Results of the Mulliken charge analysis, in e, for atoms 1 through 6: atom 1 (C): -1.24, atom 2 (C): -0.55, atom 3 (C): 0.23, atom 4 (O): -0.49, atom 5 (C): -0.72, atom 6 (C): 0.13


Entry 2:
The following is a quantum chemistry calculation of C3H8O as an isolated structure in a non-equilibrium geometry, from the OMol25 dataset.

ΔE to the lowest compared entry with this formula, charge and spin = 463.2 kJ/mol
E_HOMO = -9.700 eV

Geometry as ORCA input:
```
! RIJCOSX wB97M-V def2-TZVPD def2/J DEFGRID3
* xyz 0 1
C 0.94 -0.20 0.80
O 2.20 0.06 1.02
C 0.38 0.15 -0.58
C -1.05 0.80 -0.52
H 0.62 -1.55 0.79
H -0.42 -1.69 0.95
H 0.15 -0.04 1.53
H 1.22 0.67 -1.20
H 0.31 -0.85 -1.12
H -1.81 0.01 -0.69
H -1.30 1.15 0.48
H -1.23 1.50 -1.44
*
```

Results of the Mulliken charge analysis, in e, for atoms 1 through 6: atom 1 (C): -0.07, atom 2 (O): -0.55, atom 3 (C): -0.44, atom 4 (C): -0.95, atom 5 (H): -0.08, atom 6 (H): 0.20


Entry 3:
The following is a quantum chemistry calculation of a 8-piece molecular cluster, C61H52FN4O20P overall in a non-equilibrium geometry, from the OMol25 dataset.

SMILES = CC(=O)N(C(C)=O)c1c(P(N)O)c(CCOC=O)c(C[C@@H](C)F)c2nc(C)c(O)nc12.O=C1C=CC(=O)C=C1.O=C1C=CC(=O)C=C1.O=C1C=CC(=O)C=C1.O=C1C=CC(=O)C=C1.O=C1C=CC(=O)C=C1.O=C1C=CC(=O)C=C1.O=C1C=CC(=O)C=C1
E_HOMO = -7.872 eV

Geometry as ORCA input:
```
! RIJCOSX wB97M-V def2-TZVPD def2/J DEFGRID3
* xyz 0 1
C -7.72 1.67 -3.20
C -6.39 0.97 -2.97
O -6.32 0.04 -2.21
N -5.28 1.52 -3.73
C -4.59 2.54 -3.02
C -3.46 3.32 -3.67
O -4.93 2.83 -1.89
C -4.40 0.53 -4.29
C -4.49 0.31 -5.64
P -5.70 1.23 -6.71
N -7.25 0.49 -6.44
O -5.97 2.76 -6.17
C -3.62 -0.65 -6.28
C -3.73 -0.83 -7.79
C -4.70 -1.94 -8.21
O -4.42 -3.18 -7.51
C -5.44 -3.55 -6.67
O -5.17 -3.80 -5.53
C -2.75 -1.35 -5.50
C -1.84 -2.41 -6.12
C -0.33 -2.04 -6.14
C 0.14 -1.93 -7.62
F -0.01 -0.89 -5.45
C -2.64 -1.15 -4.09
N -1.71 -1.89 -3.41
C -1.72 -1.61 -2.14
C -0.71 -2.34 -1.26
C -2.62 -0.67 -1.50
O -2.56 -0.50 -0.15
N -3.48 0.01 -2.16
C -3.49 -0.22 -3.50
H -8.07 1.44 -4.22
H -7.59 2.76 -3.17
H -8.48 1.34 -2.49
H -3.32 3.04 -4.73
H -2.52 3.11 -3.16
H -3.63 4.39 -3.56
H -7.97 1.17 -6.67
H -7.34 -0.29 -7.08
H -5.17 3.29 -6.15
H -2.74 -1.15 -8.15
H -3.93 0.12 -8.29
H -4.53 -2.14 -9.27
H -5.75 -1.68 -8.01
H -6.49 -3.67 -7.00
H -1.95 -3.33 -5.54
H -2.18 -2.68 -7.12
H 0.23 -2.90 -5.73
H 1.19 -2.22 -7.65
H -0.39 -2.66 -8.24
H -0.03 -0.93 -8.02
H -1.03 -2.36 -0.22
H -0.48 -3.33 -1.67
H 0.24 -1.78 -1.26
H -1.82 0.05 0.14
O 2.27 -1.64 5.40
C 1.73 -1.16 4.43
C 2.16 0.14 3.86
C 1.55 0.66 2.80
C 0.42 -0.03 2.13
O -0.14 0.44 1.16
C -0.01 -1.33 2.70
C 0.60 -1.86 3.76
H 2.98 0.63 4.36
H 1.85 1.61 2.37
H -0.83 -1.83 2.20
H 0.30 -2.81 4.19
O 2.54 3.80 9.91
C 3.01 3.08 9.05
C 2.54 1.69 8.85
C 3.07 0.91 7.91
C 4.14 1.40 7.02
O 4.62 0.69 6.16
C 4.62 2.79 7.21
C 4.09 3.58 8.15
H 1.75 1.36 9.51
H 2.74 -0.11 7.75
H 5.41 3.13 6.55
H 4.43 4.59 8.31
O 6.34 1.31 -4.64
C 5.28 1.38 -5.22
C 4.21 0.38 -4.98
C 3.05 0.45 -5.63
C 2.78 1.53 -6.61
O 1.72 1.60 -7.20
C 3.85 2.53 -6.85
C 5.01 2.46 -6.20
H 4.43 -0.40 -4.26
H 2.25 -0.27 -5.48
H 3.64 3.31 -7.57
H 5.81 3.17 -6.36
O -7.03 -7.84 -9.08
C -6.10 -7.32 -9.66
C -5.40 -6.15 -9.08
C -4.38 -5.57 -9.71
C -3.89 -6.09 -11.01
O -2.96 -5.56 -11.58
C -4.59 -7.26 -11.59
C -5.61 -7.84 -10.96
H -5.77 -5.78 -8.13
H -3.87 -4.71 -9.30
H -4.22 -7.62 -12.54
H -6.13 -8.70 -11.36
O 2.89 -1.57 15.09
C 2.32 -1.11 14.12
C 2.72 0.20 13.54
C 2.09 0.70 12.48
C 0.97 -0.03 11.84
O 0.41 0.44 10.87
C 0.58 -1.33 12.41
C 1.20 -1.83 13.47
H 3.54 0.71 14.03
H 2.37 1.65 12.04
H -0.24 -1.84 11.93
H 0.93 -2.79 13.91
O 7.06 4.05 1.95
C 6.42 3.13 1.48
C 6.11 3.07 0.03
C 5.40 2.07 -0.49
C 4.89 0.97 0.37
O 4.25 0.05 -0.11
C 5.20 1.03 1.81
C 5.91 2.03 2.33
H 6.49 3.89 -0.58
H 5.16 2.01 -1.54
H 4.83 0.21 2.42
H 6.15 2.09 3.38
O 6.34 6.26 14.72
C 6.07 5.25 14.11
C 6.91 4.03 14.25
C 6.62 2.92 13.58
C 5.45 2.85 12.67
O 5.19 1.83 12.06
C 4.62 4.06 12.53
C 4.91 5.18 13.20
H 7.76 4.10 14.92
H 7.22 2.02 13.66
H 3.77 3.99 11.86
H 4.31 6.07 13.11
*
```

Results of the Mulliken charge analysis, in e, for atoms 1 through 6: atom 1 (C): -1.18, atom 2 (C): 0.74, atom 3 (O): -0.46, atom 4 (N): 0.93, atom 5 (C): 0.69, atom 6 (C): -1.21


no.,energy (hartree),gap between HOMO and LUMO (eV)
1,-346.9007,10.7
2,-194.1595,8.7
3,-4520.5069,6.0